C29H39N6O5STi | ωB97M-V/def2-TZVPD

```
! wB97M-V def2-TZVPD RIJCOSX def2/J DEFGRID3
* xyz -1 1
Ti 0.50 -0.40 0.46
O -0.65 -2.21 -3.03
C -0.86 -1.15 -2.12
O -0.27 -1.44 -0.90
C -0.20 0.08 -2.79
O 0.34 1.01 -1.86
C 1.66 1.36 -2.19
C 2.64 0.27 -1.75
O 3.70 0.12 -2.33
O 2.23 -0.38 -0.72
H -0.83 -3.01 -2.53
H 0.58 -0.29 -3.45
H -0.95 0.61 -3.39
H 1.77 1.59 -3.25
H 1.90 2.28 -1.63
N -3.27 -0.90 2.64
C -2.50 -0.72 3.77
C -2.80 -0.84 5.12
C -1.76 -0.63 6.01
C -0.48 -0.32 5.56
C -0.19 -0.20 4.21
C -1.22 -0.39 3.29
N -1.24 -0.36 1.89
C -2.47 -0.69 1.56
C -2.91 -0.95 0.20
C -3.43 -2.19 -0.07
S -3.38 -2.43 -1.82
C -2.37 -0.88 -1.95
N -2.56 -0.09 -0.77
H -4.24 -1.16 2.57
H -3.79 -1.11 5.46
H -1.94 -0.72 7.08
H 0.32 -0.19 6.28
H 0.81 -0.02 3.86
H -3.56 -2.99 0.63
H -2.72 -0.38 -2.86
N -1.79 2.87 -0.60
C -2.19 3.02 0.79
C -1.04 3.60 1.62
C 0.03 2.61 2.04
N 0.64 1.81 0.94
H -2.30 3.51 -1.20
H -2.00 1.91 -0.89
H -2.47 2.04 1.18
H -3.07 3.66 0.91
H -1.42 4.03 2.55
H -0.60 4.42 1.06
H -0.37 1.91 2.78
H 0.83 3.16 2.54
H 1.61 1.66 1.19
H 0.57 2.29 0.05
C 0.21 -3.71 3.33
C 1.32 -3.89 2.30
C 0.77 -3.78 0.89
C 2.51 -2.99 2.60
C 3.58 -3.65 3.21
C 4.72 -3.00 3.61
C 4.80 -1.64 3.41
C 3.78 -0.91 2.82
C 4.06 0.58 2.70
C 3.09 1.47 3.46
C 4.27 1.04 1.26
C 2.60 -1.59 2.37
N 1.57 -0.88 1.76
H -0.65 -4.34 3.09
H -0.13 -2.67 3.35
H 0.55 -3.97 4.34
H 1.71 -4.91 2.41
H 0.14 -2.90 0.82
H 0.13 -4.64 0.67
H 1.54 -3.70 0.13
H 3.49 -4.72 3.36
H 5.54 -3.54 4.07
H 5.69 -1.10 3.72
H 5.03 0.70 3.20
H 2.09 1.39 3.07
H 3.40 2.52 3.38
H 3.05 1.21 4.52
H 3.41 0.83 0.64
H 5.10 0.51 0.79
H 4.49 2.11 1.23
*
```

Properties
Calculated total energy   -3081.05260 Ha
HOMO level   -3.439 eV
Energy above the lowest of the compared OMol25 structures with the same formula, charge and spin   1.00 kJ/mol
Molar mass   631.60 u
Lowest unoccupied orbital energy   2.5 eV
HOMO-LUMO gap   5.951 eV
Strongest force on any atom   1.34 eV/A